Record 1
Formula: ReS6Sb2
Source: the OMol25 dataset
Level of theory: the ωB97M-V functional and the def2-TZVPD basis

The calculation puts the HOMO energy (spin up / spin down) at -8.448 / -8.262 eV. Its strongest force on any atom is 0.9 eV/Å. The value obtained for the HOMO-LUMO gap (spin up / spin down) is 5.90 / 4.68 eV. As for the expectation value of S²: 3.831. As for the multiplicity: 4. Its total energy is -2947.90129 hartree.

```
9
Properties=species:S:1:pos:R:3:forces:R:3:nbo_charge:R:1
Re 0.0000 0.0000 -0.5417 0.000 0.000 -0.180 0.5016
S 2.8582 -2.8582 1.7557 -0.030 0.029 -0.481 -0.4071
Sb 2.4889 -2.4909 -0.4829 -0.460 0.478 0.536 0.8876
S 2.2561 0.0289 -0.5007 0.335 -0.465 0.018 -0.3645
S -0.0274 -2.2602 -0.5012 0.446 -0.262 0.016 -0.3668
S -2.8582 2.8582 1.7557 0.030 -0.029 -0.481 -0.4071
Sb -2.4889 2.4909 -0.4829 0.460 -0.478 0.536 0.8876
S -2.2561 -0.0289 -0.5007 -0.335 0.465 0.018 -0.3645
S 0.0274 2.2602 -0.5012 -0.446 0.262 0.016 -0.3668
```
Positions in Å, forces in eV/Å.

***

Record 2
Formula: C13H18I2O4PmPrSSi
Source: the OMol25 dataset
Level of theory: the ωB97M-V functional and the def2-TZVPD basis

The calculation puts the HOMO energy (spin up / spin down) at -20.455 / -20.456 eV. As for the charge: +4. Its strongest force on any atom is 7.5 eV/Å. The value obtained for the HOMO-LUMO gap (spin up / spin down) is 4.96 / 5.18 eV. As for the expectation value of S²: 12.009. As for the multiplicity: 7. Its total energy is -3213.92496 hartree.

```
41
Properties=species:S:1:pos:R:3:forces:R:3:nbo_charge:R:1
I 3.8224 -0.3653 1.4611 -0.023 0.411 -0.499 0.0955
I 4.4327 2.2587 1.2584 -0.432 -0.341 -0.103 0.2328
Pm 0.6713 1.0550 0.1402 4.241 2.038 -1.253 1.5720
Pr -0.0863 -2.3314 -1.0671 1.156 -1.478 -1.674 1.8164
S 1.2416 -0.1811 -2.1944 -0.562 -0.560 1.209 -0.3766
C -2.5167 -1.7023 -1.8615 -6.162 0.883 -1.436 0.4232
C -2.1736 -2.6264 0.5486 -3.972 0.813 5.038 0.4658
C 0.6778 -0.0615 -3.9967 -0.746 0.738 -0.833 0.0028
C 1.5534 1.0451 -4.5952 0.202 0.165 0.260 -0.6491
C -0.7975 0.3694 -4.0014 -0.133 0.189 -0.083 -0.6211
C 0.9062 -1.3895 -4.7072 0.423 0.228 0.334 -0.6365
C -0.9653 2.6767 1.1311 -5.192 5.000 2.031 0.4478
C -1.7266 0.9717 -0.6211 -6.071 1.086 -2.386 0.4771
O -2.9308 -2.4215 1.4059 3.510 -1.150 -4.232 -0.2723
O -3.6493 -1.5226 -2.0383 5.406 -0.903 0.756 -0.2483
O -1.8228 3.4168 1.3906 4.377 -3.702 -1.207 -0.2310
O -2.8195 1.1463 -0.9711 4.982 -0.901 1.684 -0.2987
H 1.3166 1.1366 -5.6668 0.057 -0.015 0.306 0.2843
H 2.6190 0.7907 -4.4943 -0.298 0.167 -0.151 0.2507
H 1.3576 2.0198 -4.1054 0.137 -0.488 -0.326 0.2278
H -1.1518 0.3958 -5.0516 0.110 -0.014 0.545 0.2945
H -0.9388 1.3800 -3.5756 0.145 -0.360 -0.250 0.2269
H -1.4538 -0.3146 -3.4308 0.281 0.098 -0.410 0.1626
H 0.6794 -1.2383 -5.7728 -0.018 -0.215 0.297 0.2977
H 0.2798 -2.2023 -4.3184 -0.173 -0.042 -0.092 0.1783
H 1.9549 -1.6816 -4.6148 -0.079 -0.087 -0.173 0.2560
C -1.4446 0.8556 4.2873 -0.202 -0.110 -0.756 -1.0851
Si 0.1119 -0.0238 3.7631 -0.386 0.435 3.404 1.5207
C 1.5873 1.0232 4.1273 0.386 0.098 -0.862 -1.1187
C 0.1871 -1.7009 4.6083 0.209 -0.465 -0.887 -1.0462
C 0.0312 -0.4303 1.9635 -0.417 -2.419 -1.456 -0.2719
C 0.0190 -1.0039 0.8511 -0.541 0.170 2.254 -0.8137
H -1.3053 1.1586 5.3382 -0.068 -0.064 -0.341 0.3085
H -2.3099 0.1790 4.2141 0.142 0.331 0.150 0.2696
H -1.6358 1.7508 3.6751 -0.112 -0.140 0.434 0.2243
H 1.8179 0.9560 5.1986 -0.117 0.053 -0.183 0.3191
H 2.4471 0.6631 3.5516 -0.038 0.171 0.513 0.2407
H 1.4209 2.0706 3.8565 0.061 0.052 0.231 0.2519
H -0.5418 -2.3792 4.1358 0.191 0.082 0.370 0.2457
H 1.1908 -2.1420 4.4988 -0.328 0.068 0.156 0.2655
H -0.0559 -1.6008 5.6793 0.055 0.180 -0.379 0.3112
```
Positions in Å, forces in eV/Å.